# 1
This record from the OMol25 dataset describes C46H59AlNO5PSSe as an isolated structure. The level of theory is ωB97M-V with the def2-TZVPD basis set.

Structure (XYZ):
```
115
C46H59AlNO5PSSe ωB97M-V with the def2-TZVPD basis set
Al -0.866 0.194 0.939
C 4.405 -2.707 2.818
C 5.053 -1.955 1.653
C 6.433 -1.424 2.048
C 4.162 -0.841 1.152
C 3.676 0.134 2.010
C 2.772 1.094 1.585
C 2.310 2.157 2.563
C 2.125 1.683 4.003
C 3.300 3.328 2.524
C 2.377 1.141 0.235
C 2.949 0.232 -0.677
C 3.804 -0.756 -0.182
C 2.826 0.236 -2.200
C 3.929 1.094 -2.833
C 1.469 0.566 -2.819
C 1.359 2.139 -0.243
C 1.814 3.215 -0.977
C 1.153 4.053 -1.893
C -0.149 3.961 -2.392
C -1.198 3.142 -2.014
C -1.351 2.440 -0.772
P -2.638 1.177 -0.398
C -4.059 2.000 0.505
C -4.702 3.162 -0.249
C -3.531 2.502 1.857
C -5.104 0.913 0.800
C -3.211 0.293 -1.948
C -3.800 -1.057 -1.505
C -1.961 -0.011 -2.780
C -4.232 1.043 -2.801
H 4.951 -3.626 3.033
H 3.365 -2.960 2.602
H 4.412 -2.098 3.725
H 5.187 -2.660 0.826
H 6.340 -0.676 2.838
H 6.932 -0.957 1.199
H 7.067 -2.231 2.420
H 3.973 0.119 3.051
H 1.336 2.509 2.215
H 3.069 1.360 4.448
H 1.416 0.863 4.064
H 1.750 2.510 4.608
H 4.280 2.998 2.874
H 2.966 4.141 3.174
H 3.422 3.720 1.512
H 4.214 -1.483 -0.877
H 3.061 -0.794 -2.490
H 3.783 2.150 -2.608
H 3.923 0.976 -3.918
H 4.912 0.800 -2.461
H 1.349 1.631 -3.005
H 0.646 0.257 -2.180
H 1.373 0.054 -3.780
H 2.891 3.361 -0.947
H 1.788 4.773 -2.396
H -0.351 4.594 -3.251
H -2.070 3.167 -2.661
H -3.963 3.904 -0.547
H -5.417 3.658 0.412
H -5.239 2.840 -1.137
H -2.879 3.366 1.749
H -2.993 1.723 2.401
H -4.389 2.794 2.467
H -5.655 0.623 -0.094
H -5.826 1.311 1.515
H -4.646 0.028 1.246
H -3.150 -1.546 -0.781
H -3.897 -1.704 -2.381
H -4.783 -0.959 -1.056
H -1.208 -0.517 -2.179
H -1.513 0.882 -3.212
H -2.246 -0.680 -3.596
H -5.200 1.103 -2.308
H -4.374 0.497 -3.737
H -3.912 2.054 -3.052
N 0.021 9.781 1.595
C -0.107 8.653 1.412
C -0.272 7.248 1.173
C 0.668 6.332 1.631
C 0.519 4.984 1.362
C -0.577 4.496 0.641
C -1.514 5.443 0.190
C -1.375 6.787 0.447
C -0.811 3.091 0.425
C -0.029 1.918 0.158
H 1.524 6.678 2.196
H 1.278 4.306 1.719
H -2.363 5.110 -0.389
H -2.110 7.493 0.087
O 0.238 0.011 2.408
Se -0.772 -1.126 3.163
O -0.210 -2.599 2.828
O -2.036 -0.719 2.097
O -1.101 -0.818 4.692
C -2.107 -7.745 0.567
C -1.439 -6.402 0.456
C -2.030 -5.370 -0.267
C -1.428 -4.125 -0.359
C -0.227 -3.917 0.289
C 0.377 -4.918 1.034
C -0.230 -6.159 1.104
S 0.687 -2.402 0.152
C 1.298 -2.679 -1.508
O -0.335 -1.271 -0.082
H -2.792 -7.915 -0.263
H -2.680 -7.811 1.493
H -1.371 -8.548 0.576
H -2.976 -5.542 -0.765
H -1.894 -3.325 -0.913
H 1.292 -4.715 1.575
H 0.226 -6.946 1.691
H 0.456 -2.908 -2.160
H 1.980 -3.527 -1.457
H 1.823 -1.786 -1.835
```

The total energy is -152453.3591 eV. As for the strongest force on any atom: 0.55 eV Å⁻¹. The HOMO energy (spin up / spin down) comes out at -6.90 / -6.83 eV. The calculation puts the HOMO-LUMO gap (spin up / spin down) at 6.13 / 6.00 eV.

***

# 2
This record from the OMol25 dataset describes C46H59MnN2OP2SSi as an isolated structure. The level of theory is ωB97M-V with the def2-TZVPD basis set.

Structure (XYZ):
```
113
C46H59MnN2OP2SSi ωB97M-V with the def2-TZVPD basis set
Mn -0.942 -1.084 -0.063
C -1.081 -1.312 3.885
Si -0.911 -0.383 2.182
C 0.960 0.100 2.477
C 1.390 0.715 3.648
C 2.732 0.800 3.972
C 3.673 0.210 3.142
C 3.272 -0.379 1.958
C 1.925 -0.402 1.597
P 1.393 -0.934 -0.083
C 2.645 0.135 -1.034
C 2.413 0.107 -2.542
C 3.515 0.877 -3.270
C 3.612 2.319 -2.776
C 3.782 2.356 -1.260
C 2.658 1.588 -0.569
C 2.278 -2.588 -0.249
C 1.779 -3.365 -1.465
C 2.641 -4.607 -1.711
C 3.099 -5.237 -0.390
C 2.080 -4.938 0.704
C 2.012 -3.434 1.002
C -2.040 1.180 2.373
C -2.926 1.270 3.441
C -3.978 2.168 3.450
C -4.192 2.990 2.356
C -3.323 2.927 1.280
C -2.246 2.048 1.288
P -1.008 2.063 -0.058
C -0.213 3.740 0.362
C 0.580 3.489 1.646
C 1.542 4.637 1.930
C 0.780 5.954 2.052
C -0.087 6.187 0.819
C -1.033 5.010 0.574
C -2.006 2.262 -1.654
C -1.331 1.358 -2.692
C -2.220 1.188 -3.915
C -2.453 2.550 -4.560
C -3.066 3.512 -3.548
C -2.216 3.636 -2.280
H -0.866 -0.664 4.727
H -0.379 -2.138 3.920
H -2.074 -1.727 4.006
H 0.653 1.144 4.312
H 3.044 1.302 4.879
H 4.720 0.228 3.410
H 4.018 -0.821 1.311
H 3.634 -0.295 -0.829
H 1.443 0.555 -2.768
H 2.396 -0.921 -2.908
H 3.319 0.864 -4.346
H 4.474 0.376 -3.111
H 2.700 2.857 -3.046
H 4.456 2.822 -3.261
H 3.793 3.392 -0.906
H 4.740 1.905 -0.988
H 1.695 2.047 -0.807
H 2.802 1.643 0.513
H 3.354 -2.401 -0.369
H 1.782 -2.745 -2.362
H 0.739 -3.649 -1.281
H 3.511 -4.339 -2.318
H 2.057 -5.328 -2.289
H 4.070 -4.832 -0.096
H 3.223 -6.317 -0.506
H 2.345 -5.480 1.614
H 1.103 -5.290 0.376
H 2.724 -3.164 1.787
H 1.001 -3.201 1.367
H -2.795 0.610 4.284
H -4.652 2.205 4.296
H -5.036 3.667 2.336
H -3.503 3.555 0.417
H 0.493 3.923 -0.461
H 1.131 2.552 1.578
H -0.121 3.380 2.478
H 2.271 4.709 1.118
H 2.093 4.439 2.852
H 1.480 6.786 2.179
H 0.137 5.915 2.934
H 0.555 6.318 -0.057
H -0.670 7.105 0.943
H -1.653 5.241 -0.288
H -1.686 4.882 1.439
H -2.991 1.840 -1.422
H -1.129 0.364 -2.245
H -0.374 1.801 -2.993
H -3.170 0.743 -3.610
H -1.753 0.509 -4.633
H -3.117 2.454 -5.424
H -1.497 2.949 -4.916
H -4.057 3.148 -3.268
H -3.187 4.502 -4.000
H -2.746 4.299 -1.592
H -1.251 4.091 -2.523
O -4.645 -0.222 -2.030
S -4.125 -0.294 -0.633
N -2.605 -0.505 -0.546
N -3.621 -10.601 0.560
C -3.327 -9.494 0.425
C -2.945 -8.155 0.266
C -3.739 -7.107 0.761
C -3.327 -5.805 0.631
C -2.114 -5.489 -0.011
C -1.347 -6.544 -0.541
C -1.749 -7.847 -0.403
C -1.691 -4.159 -0.119
C -1.296 -2.996 -0.193
H -4.683 -7.340 1.237
H -3.930 -4.997 1.021
H -0.436 -6.314 -1.075
H -1.157 -8.650 -0.821
```

The total energy is -122299.1909 eV. As for the strongest force on any atom: 5.54 eV Å⁻¹. The HOMO energy (spin up / spin down) comes out at -3.42 / -5.09 eV. Its charge is -1. The calculation puts the HOMO-LUMO gap (spin up / spin down) at 5.82 / 7.21 eV. As for the spin multiplicity: 6.